Entry 1:
{
  "formula": "C10H14BCuFN6",
  "method": "wB97M-V/def2-TZVPD",
  "homo_energy_ev": [-7.01, -8.30],
  "spin_multiplicity": 2,
  "e_tot_ev": -67570.51938,
  "s2": 0.756,
  "species": ["H", "N", "B", "N", "C", "Cu", "H", "C", "H", "C", "H", "C", "H", "H", "H", "N", "N", "N", "N", "C", "C", "H", "H", "C", "C", "C", "C", "H", "H", "H", "H", "H", "F"],
  "coordinates": [[1.852, 0.192, 3.205], [0.498, -0.116, 1.598], [-1.672, -0.310, 0.208], [-0.872, -0.302, 1.557], [-1.358, -0.383, 2.811], [1.707, 0.229, -0.246], [-2.414, -0.567, 2.957], [-0.298, -0.230, 3.692], [-0.351, -0.257, 4.767], [0.842, -0.040, 2.898], [-2.798, -0.678, 0.300], [3.352, -0.171, -1.290], [4.207, -0.095, -0.600], [3.307, 0.742, -1.917], [3.315, -1.107, -1.857], [-0.766, -1.262, -0.634], [-1.643, 1.131, -0.347], [0.640, -1.100, -0.772], [-0.440, 1.720, -0.360], [-1.120, -2.463, -1.135], [-2.485, 1.950, -1.005], [-2.140, -2.795, -1.079], [-3.524, 1.705, -1.047], [0.014, -3.101, -1.622], [-1.751, 3.030, -1.508], [1.078, -2.243, -1.357], [-0.437, 2.828, -1.111], [0.093, -4.073, -2.083], [-2.129, 3.832, -2.097], [2.128, -2.402, -1.560], [0.488, 3.290, -1.402], [0.301, 1.402, 0.290], [2.376, 1.643, 0.748]]
}

Entry 2:
{
  "formula": "C10H14BN9OPdS",
  "method": "wB97M-V/def2-TZVPD",
  "homo_energy_ev": [-7.86, -7.86],
  "spin_multiplicity": 5,
  "e_tot_ev": -41040.39551,
  "s2": 6.026,
  "species": ["Pd", "B", "N", "C", "C", "C", "N", "N", "C", "C", "C", "N", "H", "H", "H", "H", "H", "H", "H", "H", "C", "N", "C", "N", "S", "H", "H", "H", "H", "H", "H", "N", "C", "N", "C", "N", "O"],
  "coordinates": [[0.692, 0.103, 0.043], [4.017, -2.094, -0.042], [4.058, -0.536, -0.024], [5.242, 0.094, -0.038], [5.028, 1.459, -0.019], [3.641, 1.577, 0.007], [3.074, 0.368, 0.004], [2.588, -2.726, -0.024], [2.490, -4.062, -0.038], [1.156, -4.419, -0.017], [0.491, -3.199, 0.011], [1.357, -2.186, 0.005], [4.569, -2.464, -1.054], [4.605, -2.487, 0.941], [6.147, -0.490, -0.061], [5.761, 2.245, -0.022], [3.025, 2.457, 0.029], [3.389, -4.654, -0.062], [0.729, -5.406, -0.020], [-0.562, -2.996, 0.033], [-4.954, 4.071, -0.796], [-3.733, 3.282, -0.795], [-3.297, 2.598, 0.242], [-3.971, 2.560, 1.381], [-1.802, 1.678, 0.109], [-5.054, 4.559, -1.760], [-4.916, 4.836, -0.019], [-5.826, 3.432, -0.644], [-3.161, 3.232, -1.624], [-4.910, 2.917, 1.469], [-3.616, 1.967, 2.114], [-5.300, -2.832, 0.168], [-4.497, -2.001, 0.150], [-3.673, -0.962, 0.132], [-2.401, -1.033, 0.099], [-1.234, -0.891, 0.072], [0.848, 2.002, 0.053]]
}

Entry 3:
{
  "formula": "C10H14BNO2",
  "method": "wB97M-V/def2-TZVPD",
  "homo_energy_ev": -7.60,
  "e_tot_ev": -16856.48378,
  "species": ["B", "C", "C", "C", "C", "C", "C", "C", "C", "C", "C", "N", "O", "O", "H", "H", "H", "H", "H", "H", "H", "H", "H", "H", "H", "H", "H", "H"],
  "coordinates": [[-2.394, -0.401, 0.025], [2.631, -1.057, 1.813], [3.059, 0.143, 1.338], [1.527, -1.696, 1.325], [2.575, 0.588, 0.160], [0.867, -1.130, 0.320], [1.361, 0.012, -0.212], [-0.056, 1.702, -0.970], [-1.656, 1.621, -0.989], [0.358, -0.170, -2.429], [-3.070, -0.786, 1.384], [0.594, 0.480, -1.355], [-1.890, 0.922, 0.184], [-2.169, -1.194, -0.955], [3.180, -1.531, 2.607], [3.916, 0.710, 1.804], [1.446, -2.758, 1.737], [2.914, 1.504, -0.396], [-0.208, -1.500, 0.008], [0.173, 2.573, -1.639], [0.079, 1.894, 0.001], [-1.988, 2.707, -0.994], [-1.817, 1.044, -1.984], [-0.332, 0.231, -3.177], [0.720, -1.239, -2.711], [-3.280, -1.834, 1.327], [-4.073, -0.217, 1.476], [-2.470, -0.617, 2.301]]
}

Entry 4:
{
  "formula": "C10H14BrNO2S",
  "method": "wB97M-V/def2-TZVPD",
  "homo_energy_ev": -8.82,
  "e_tot_ev": -97054.38327,
  "species": ["C", "C", "C", "C", "C", "C", "C", "C", "C", "C", "N", "O", "O", "S", "Br", "H", "H", "H", "H", "H", "H", "H", "H", "H", "H", "H", "H", "H", "H"],
  "coordinates": [[-1.847, 3.698, -0.719], [-2.234, 3.415, 0.585], [-1.311, 2.637, -1.498], [-2.068, 2.129, 1.162], [-1.237, 1.365, -0.930], [-1.680, 1.125, 0.392], [2.368, -0.995, -1.268], [3.466, -1.934, 0.647], [1.106, -2.710, 0.180], [2.231, -2.059, -0.182], [-1.849, -1.614, -0.144], [-0.270, -0.570, 1.367], [-2.567, -0.539, 2.231], [-1.792, -0.540, 1.010], [-3.517, -1.625, -0.814], [-1.994, 4.531, -1.301], [-2.699, 4.220, 1.232], [-0.982, 2.920, -2.561], [-2.346, 1.799, 2.100], [-1.006, 0.570, -1.465], [1.470, -0.963, -1.735], [2.536, -0.107, -0.826], [3.087, -1.325, -1.886], [3.227, -2.240, 1.752], [3.948, -0.997, 0.709], [4.364, -2.477, 0.384], [0.972, -3.399, 0.985], [0.321, -1.450, 0.983], [0.304, -2.864, -0.392]]
}

Entry 5:
{
  "formula": "C10H14CoN4O3S",
  "method": "wB97M-V/def2-TZVPD",
  "homo_energy_ev": [-8.63, -8.23],
  "spin_multiplicity": 2,
  "e_tot_ev": -71163.68392,
  "s2": 1.048,
  "species": ["Co", "N", "C", "C", "O", "N", "C", "C", "O", "O", "H", "H", "H", "H", "H", "H", "C", "C", "C", "C", "N", "C", "S", "N", "C", "H", "H", "H", "H", "H", "H", "H", "H"],
  "coordinates": [[0.368, 0.359, -1.950], [0.582, 2.362, -2.161], [0.648, 2.885, -0.775], [1.465, 1.896, 0.077], [2.129, 2.271, 1.035], [1.279, 0.642, -0.354], [2.083, -0.477, 0.066], [2.167, -1.494, -1.088], [2.833, -2.499, -0.979], [1.417, -1.199, -2.124], [1.502, 2.450, -2.583], [-0.072, 2.879, -2.739], [-0.372, 2.921, -0.387], [1.090, 3.879, -0.714], [1.609, -1.014, 0.899], [3.072, -0.186, 0.427], [-0.373, -3.287, 0.803], [-0.989, -1.944, 0.615], [-1.191, -1.010, 1.591], [-1.737, 0.234, 1.222], [-2.050, 0.540, -0.029], [-1.779, -0.345, -0.992], [-1.896, 0.003, -2.660], [-1.340, -1.600, -0.643], [-1.923, 1.306, 2.244], [-0.165, -3.470, 1.853], [0.566, -3.340, 0.243], [-1.036, -4.070, 0.430], [-0.917, -1.217, 2.614], [-1.136, -2.223, -1.417], [-2.129, 0.894, 3.230], [-2.717, 1.982, 1.939], [-0.990, 1.874, 2.309]]
}

Entry 6:
{
  "formula": "C10H14CuN2O5",
  "method": "wB97M-V/def2-TZVPD",
  "homo_energy_ev": [-16.57, -16.19],
  "spin_multiplicity": 2,
  "charge": 2,
  "e_tot_ev": -68434.59030,
  "s2": 0.758,
  "species": ["Cu", "O", "C", "C", "O", "C", "O", "C", "O", "H", "H", "C", "N", "C", "C", "C", "N", "C", "C", "O", "H", "H", "H", "H", "H", "H", "H", "H", "H", "H", "H", "H"],
  "coordinates": [[-0.185, 0.500, -1.739], [0.041, 2.969, -3.431], [-0.230, 2.055, -2.806], [0.024, -1.849, -2.850], [0.085, -2.931, -3.207], [2.208, 0.079, -2.896], [3.326, -0.034, -3.059], [-1.998, 0.295, -2.184], [-2.949, -0.062, -2.726], [0.288, 0.277, -6.447], [0.287, -0.477, -6.461], [0.963, -2.342, 0.920], [0.546, -1.131, 1.616], [-0.351, -1.350, 2.749], [-0.527, -0.069, 3.512], [-0.924, 1.057, 2.597], [-0.005, 1.144, 1.479], [-0.098, 2.414, 0.767], [0.526, 0.035, 0.909], [1.045, 0.078, -0.268], [0.305, -2.575, 0.069], [0.901, -3.164, 1.640], [2.000, -2.272, 0.574], [-1.324, -1.738, 2.390], [0.109, -2.112, 3.384], [0.409, 0.187, 4.025], [-1.296, -0.205, 4.274], [-0.855, 2.014, 3.125], [-1.958, 0.901, 2.223], [-1.117, 2.601, 0.405], [0.152, 3.210, 1.477], [0.602, 2.493, -0.061]]
}

Entry 7:
{
  "formula": "C10H14F12KN2O11S4",
  "method": "wB97M-V/def2-TZVPD",
  "homo_energy_ev": -6.54,
  "charge": -1,
  "e_tot_ev": -128369.63584,
  "species": ["K", "C", "F", "F", "F", "S", "O", "O", "N", "S", "O", "O", "C", "F", "F", "F", "C", "F", "F", "F", "S", "O", "O", "N", "S", "O", "O", "C", "F", "F", "F", "C", "O", "C", "C", "O", "C", "C", "O", "C", "H", "H", "H", "H", "H", "H", "H", "H", "H", "H", "H", "H", "H", "H"],
  "coordinates": [[-1.516, -0.308, 1.204], [-1.448, -2.959, 5.380], [-2.372, -2.031, 4.873], [-2.118, -3.907, 6.148], [-0.557, -3.500, 4.527], [-0.482, -1.808, 6.584], [-1.474, -1.158, 7.380], [0.434, -2.754, 7.230], [0.120, -0.671, 5.456], [1.108, 0.076, 6.372], [0.529, 0.885, 7.447], [2.304, -0.700, 6.734], [1.924, 1.348, 5.177], [2.756, 2.182, 5.817], [2.736, 0.572, 4.396], [0.889, 1.942, 4.488], [1.302, 3.998, -3.116], [0.216, 4.067, -3.805], [1.445, 5.085, -2.267], [1.264, 2.966, -2.251], [2.933, 3.632, -4.183], [2.744, 2.359, -4.909], [2.838, 4.789, -5.029], [4.259, 3.837, -2.966], [5.129, 2.607, -3.161], [4.511, 1.338, -2.675], [5.754, 2.490, -4.447], [6.579, 3.142, -1.937], [6.078, 3.705, -0.846], [7.160, 2.019, -1.718], [7.523, 3.817, -2.614], [0.480, -3.421, -1.247], [-0.794, -3.232, -1.970], [-0.695, -2.374, -3.116], [-2.113, -1.983, -3.579], [-2.708, -1.256, -2.512], [-3.904, -0.656, -2.861], [-4.763, -0.151, -1.687], [-4.989, -1.312, -0.879], [-5.478, -0.925, 0.374], [0.497, -4.234, -0.521], [0.564, -2.585, -0.553], [1.438, -3.313, -1.756], [-0.076, -2.868, -3.865], [-0.086, -1.524, -2.807], [-2.752, -2.856, -3.715], [-2.100, -1.383, -4.489], [-4.464, -1.531, -3.192], [-3.878, -0.120, -3.810], [-5.658, 0.329, -2.083], [-4.251, 0.688, -1.217], [-5.787, -1.793, 0.957], [-6.335, -0.251, 0.383], [-4.718, -0.312, 0.859]]
}

Entry 8:
{
  "formula": "C10H14MnN3O5",
  "method": "wB97M-V/def2-TZVPD",
  "homo_energy_ev": [-13.75, -16.36],
  "spin_multiplicity": 5,
  "charge": 2,
  "e_tot_ev": -56600.48173,
  "s2": 6.093,
  "species": ["O", "C", "Mn", "O", "C", "C", "O", "C", "O", "C", "O", "H", "C", "N", "C", "C", "N", "N", "C", "C", "H", "H", "H", "H", "H", "H", "H", "H", "H", "H", "H", "H", "H"],
  "coordinates": [[-1.724, 2.195, -1.948], [-1.012, 1.796, -1.135], [0.125, -0.006, 0.121], [-2.680, -1.107, -0.207], [-1.590, -0.687, -0.234], [1.014, -1.394, 0.720], [1.484, -2.379, 1.119], [1.867, 0.579, 0.454], [3.001, 0.857, 0.667], [0.695, -0.421, -1.599], [1.205, -0.754, -2.578], [0.801, 1.308, 0.307], [-1.518, -1.601, 3.226], [-2.336, -0.403, 3.005], [-3.776, -0.636, 2.998], [-1.757, 0.676, 2.440], [-0.492, 0.529, 1.901], [-2.368, 1.874, 2.396], [-3.653, 2.158, 3.024], [-1.600, 3.030, 1.923], [-1.921, -2.119, 4.100], [-0.485, -1.302, 3.415], [-1.547, -2.266, 2.353], [-4.253, -0.145, 3.852], [-4.239, -0.313, 2.056], [-3.918, -1.713, 3.103], [0.213, 0.818, 2.599], [-3.697, 1.759, 4.042], [-3.746, 3.243, 3.071], [-4.486, 1.776, 2.424], [-0.663, 3.125, 2.490], [-1.364, 2.928, 0.856], [-2.219, 3.914, 2.091]]
}

Entry 9:
{
  "formula": "C10H14N",
  "method": "wB97M-V/def2-TZVPD",
  "homo_energy_ev": -12.73,
  "charge": 1,
  "e_tot_ev": -12077.26167,
  "species": ["C", "C", "C", "C", "C", "C", "C", "C", "C", "C", "N", "H", "H", "H", "H", "H", "H", "H", "H", "H", "H", "H", "H", "H", "H"],
  "coordinates": [[0.727, -2.004, 0.021], [-0.620, -1.969, 0.108], [0.994, 0.388, -0.047], [1.543, -0.819, -0.008], [-0.964, 0.297, -0.109], [1.129, 1.835, -0.090], [-1.334, 1.644, -0.390], [-0.144, 2.524, 0.266], [3.021, -0.957, 0.024], [-2.899, -1.239, 0.166], [-1.486, -0.870, 0.059], [1.232, -2.907, -0.074], [-1.257, -2.976, 0.154], [1.914, 2.268, 0.553], [1.725, 1.885, -1.080], [-1.230, 2.129, -1.420], [-2.337, 1.955, -0.071], [-0.131, 2.494, 1.330], [-0.218, 3.571, 0.078], [3.231, -1.916, -0.413], [3.636, -0.273, -0.579], [3.494, -1.044, 1.026], [-3.149, -1.911, -0.622], [-3.278, -1.737, 1.150], [-3.599, -0.368, -0.030]]
}

Entry 10:
{
  "formula": "C10H14N2O",
  "method": "wB97M-V/def2-TZVPD",
  "homo_energy_ev": [-3.74, -8.30],
  "spin_multiplicity": 3,
  "e_tot_ev": -15617.42622,
  "s2": 2.022,
  "species": ["C", "C", "C", "C", "C", "C", "C", "C", "C", "C", "N", "N", "O", "H", "H", "H", "H", "H", "H", "H", "H", "H", "H", "H", "H", "H", "H"],
  "coordinates": [[-1.775, 1.555, 0.591], [-3.234, 1.506, 0.622], [-1.441, 0.370, -0.101], [1.803, 1.527, -0.771], [0.579, 1.005, -1.154], [2.744, 0.902, 0.257], [2.257, -0.455, 0.541], [0.723, -0.415, 0.941], [-0.038, -0.145, -0.369], [-2.966, -1.686, -0.596], [-3.666, 0.403, -0.002], [-2.674, -0.291, -0.424], [-0.128, -1.334, -1.169], [-1.115, 2.379, 0.916], [-3.861, 2.353, 0.916], [2.299, 2.444, -1.283], [-0.040, 1.220, -1.949], [3.747, 1.000, 0.018], [2.665, 1.495, 1.161], [2.326, -1.121, -0.347], [2.874, -0.828, 1.297], [0.436, -1.432, 1.319], [0.386, 0.358, 1.635], [-3.733, -1.737, -1.421], [-2.033, -2.132, -0.989], [-3.309, -2.273, 0.237], [-0.258, -1.006, -2.076]]
}

Entry 11:
{
  "formula": "C10H14N2O3",
  "method": "wB97M-V/def2-TZVPD",
  "smiles": "OC(O)=Cc1ccccc1O.N/C=C\\N",
  "homo_energy_ev": -7.27,
  "e_tot_ev": -19716.98654,
  "species": ["O", "C", "O", "C", "C", "C", "C", "C", "C", "C", "O", "H", "H", "H", "H", "H", "H", "H", "H", "N", "C", "C", "N", "H", "H", "H", "H", "H", "H"],
  "coordinates": [[2.412, 1.502, 1.953], [2.429, 1.250, 0.625], [3.657, 1.501, 0.145], [1.387, 1.018, -0.216], [0.007, 0.842, 0.214], [-0.406, 0.219, 1.411], [-1.695, 0.196, 1.826], [-2.727, 0.664, 0.945], [-2.374, 1.162, -0.278], [-1.000, 1.324, -0.611], [-0.656, 1.802, -1.838], [1.385, 1.874, 2.065], [4.374, 1.831, 0.731], [1.602, 1.100, -1.289], [0.402, -0.241, 2.010], [-2.061, -0.289, 2.725], [-3.775, 0.709, 1.361], [-3.132, 1.439, -1.070], [-1.256, 2.576, -2.056], [0.598, -1.972, -2.440], [0.999, -1.634, -1.073], [0.413, -2.190, 0.014], [-0.886, -2.831, 0.050], [0.566, -1.032, -2.809], [-0.377, -2.215, -2.434], [1.961, -1.176, -1.203], [0.959, -2.050, 0.999], [-1.356, -2.858, 0.941], [-1.450, -2.520, -0.696]]
}

Entry 12:
{
  "formula": "C10H14N2PRu",
  "method": "wB97M-V/def2-TZVPD",
  "homo_energy_ev": [-3.57, -7.62],
  "spin_multiplicity": 6,
  "e_tot_ev": -25440.67728,
  "s2": 8.786,
  "species": ["C", "C", "C", "C", "C", "Ru", "P", "H", "H", "H", "H", "H", "H", "H", "H", "N", "C", "C", "C", "N", "C", "C", "H", "H", "H", "H", "H", "H"],
  "coordinates": [[0.330, -1.495, 0.609], [0.536, -2.870, 0.996], [0.238, -3.661, -0.145], [-0.230, -2.853, -1.211], [-0.144, -1.499, -0.759], [0.003, 1.504, 0.383], [2.020, 1.564, -0.612], [0.427, -0.564, 1.203], [0.850, -3.209, 1.980], [0.361, -4.744, -0.186], [-0.384, -0.582, -1.304], [-0.551, -3.181, -2.191], [2.198, 1.307, -2.015], [3.123, 0.859, 0.004], [2.566, 2.898, -0.584], [-5.966, 2.995, 0.675], [-4.676, 2.687, 0.391], [-3.669, 3.677, 0.378], [-2.345, 3.272, 0.245], [-2.008, 1.969, 0.131], [-2.967, 1.024, 0.008], [-4.309, 1.346, 0.142], [-6.259, 3.939, 0.874], [-6.678, 2.285, 0.708], [-3.910, 4.726, 0.529], [-1.473, 3.933, 0.239], [-2.580, 0.023, -0.189], [-5.062, 0.564, 0.117]]
}